#one
{"formula": "C64H80N8O24", "method": "ωB97M-V/def2-TZVPD", "smiles": "O=[N+]([O-])c1ccccc1.O=[N+]([O-])c1ccccc1.O=[N+]([O-])c1ccccc1.O=[N+]([O-])c1ccccc1.O=[N+]([O-])c1ccccc1.O=[N+]([O-])c1ccccc1.O=[N+]([O-])c1ccccc1.O=[N+]([O-])c1ccccc1.COCCOC.COCCOC.COCCOC.COCCOC", "molar_mass_g_mol": 1345.38, "gap_ev": 8.5, "species": ["O", "O", "O", "O", "O", "O", "O", "O", "O", "O", "O", "O", "O", "O", "O", "O", "O", "O", "O", "O", "O", "O", "O", "O", "N", "N", "N", "N", "N", "N", "N", "N", "C", "C", "C", "C", "C", "C", "C", "C", "C", "C", "C", "C", "C", "C", "C", "C", "C", "C", "C", "C", "C", "C", "C", "C", "C", "C", "C", "C", "C", "C", "C", "C", "C", "C", "C", "C", "C", "C", "C", "C", "C", "C", "C", "C", "C", "C", "C", "C", "C", "C", "C", "C", "C", "C", "C", "C", "C", "C", "C", "C", "C", "C", "C", "C", "H", "H", "H", "H", "H", "H", "H", "H", "H", "H", "H", "H", "H", "H", "H", "H", "H", "H", "H", "H", "H", "H", "H", "H", "H", "H", "H", "H", "H", "H", "H", "H", "H", "H", "H", "H", "H", "H", "H", "H", "H", "H", "H", "H", "H", "H", "H", "H", "H", "H", "H", "H", "H", "H", "H", "H", "H", "H", "H", "H", "H", "H", "H", "H", "H", "H", "H", "H", "H", "H", "H", "H", "H", "H", "H", "H", "H", "H", "H", "H"], "coordinates": [[9.14247, -3.74860, 4.20516], [-5.04477, 4.46047, -0.90933], [-2.99993, 2.16227, -8.18005], [-5.34021, 6.05791, -2.35104], [9.85276, -3.17043, 6.23337], [0.62967, -8.66833, -2.25094], [-2.47107, 1.69948, -6.13707], [-1.05808, -8.32723, -0.95456], [-3.53043, -5.24825, 3.50511], [-10.93686, 5.23154, -1.85690], [8.71641, 1.06531, -4.35008], [0.45260, 1.45862, 4.80897], [9.09837, 1.26439, -6.44897], [-1.53020, -0.59323, 6.14183], [-1.33923, -6.92881, 4.82032], [5.59692, -3.61174, -0.51997], [4.49035, 6.93727, 0.35948], [-0.99797, -0.20729, -0.52597], [1.83460, 0.40152, -0.68407], [-11.45944, 3.85432, -0.28848], [4.91826, 7.30661, 2.39890], [-7.06284, 1.80918, 3.22988], [-7.83811, 0.53003, 4.79890], [3.91890, -4.49761, 1.66410], [8.38751, 1.43819, -5.47591], [-7.87269, 1.57678, 4.15283], [-0.40604, -8.03322, -1.93190], [-2.20204, 1.77024, -7.35699], [5.15331, 6.69659, 1.38862], [-4.63330, 5.27800, -1.74893], [9.03451, -3.07950, 5.27754], [-10.82644, 4.12751, -1.31315], [6.80891, 2.84411, -6.86131], [7.69509, -1.42188, 6.62311], [-8.68845, 3.91685, 3.99655], [7.83642, -2.23537, 5.45083], [-8.41831, 2.57812, -3.74821], [-2.42298, -7.40865, 4.06022], [-0.52653, -5.32247, -4.51073], [-10.00365, 2.25401, 5.17501], [-9.43294, 3.38226, -3.16569], [2.98374, 0.85520, 0.05691], [0.05171, 0.84326, -6.81753], [-0.86558, 1.12720, 4.35643], [1.31070, -0.23080, -8.58665], [-2.31744, 4.43455, -1.36626], [6.99523, -3.17015, -0.70813], [-11.15343, 3.07274, 5.21152], [0.98737, 2.58394, 4.14883], [-0.85065, -6.89634, -2.74936], [-0.02451, -1.13895, -1.00282], [7.44801, 3.98515, 2.65588], [-0.80624, 0.75548, -9.11336], [8.02199, 3.46927, 1.48174], [-3.20354, 5.30529, -2.01148], [7.71957, 4.05463, 0.22469], [4.94088, 2.84792, -4.83672], [4.70102, 3.61924, -5.97804], [5.51352, -4.96447, -0.22504], [5.64810, 3.66827, -6.98221], [-1.70986, -4.77855, -4.18895], [6.70983, 5.04229, 0.14640], [-9.86674, 3.20389, -1.90431], [-0.02734, -6.40484, -3.77375], [-4.50687, -4.69775, 2.61490], [6.17130, 5.56890, 1.34496], [-8.49301, 1.26216, -1.73380], [-1.29027, 6.16533, -3.29396], [-0.34379, -0.49983, 6.81373], [-2.39474, -0.34776, -0.94509], [-1.31769, -0.33297, 4.77009], [6.59222, 5.03222, 2.55021], [1.27875, -0.86610, -0.21428], [5.72211, -1.28614, 4.67529], [5.57758, -0.51776, 5.83420], [-7.89937, 1.54165, -2.93058], [-2.58085, -5.27760, -3.20283], [0.36779, 0.16364, -9.53012], [-0.96804, 4.45628, -1.68215], [6.09467, 2.03940, -4.66937], [-9.80976, 4.70878, 4.11009], [6.60236, -0.51235, 6.75920], [-2.89915, -6.43631, 2.96647], [-0.42674, 5.38194, -2.58647], [-11.05405, 4.31809, 4.70420], [6.82809, -2.15006, 4.45475], [4.07040, -5.16938, 0.39330], [-2.68508, 6.14329, -3.06762], [-8.85260, 2.61356, 4.44958], [2.57823, -4.65861, 2.17949], [-0.93399, 1.18982, -7.77281], [-2.14359, -6.36637, -2.47058], [7.03533, 2.03345, -5.72650], [-9.46128, 2.08102, -1.16023], [-1.51088, -5.77714, 5.61441], [1.14036, 0.14195, -7.25709], [5.49825, 4.34670, -7.80905], [-0.78076, -1.15583, 4.29818], [-9.79009, 1.85788, -0.15599], [0.11090, -4.95912, -5.30323], [4.68921, 0.04951, 6.06958], [-0.32686, -2.18526, -0.95903], [-1.57172, 1.85633, 4.75372], [0.94054, 2.48824, 3.06405], [7.47855, 2.94657, -7.70242], [-3.13475, 0.14102, -0.31140], [-0.29671, 3.83736, -1.10537], [-2.05490, -6.19168, 2.32188], [-3.50156, -4.78094, -2.93444], [5.69793, -5.69789, -1.01001], [7.62833, -3.37359, 0.15552], [6.84862, -2.83076, 3.61651], [-0.01507, 1.19836, -5.79976], [-7.78687, 4.14111, 3.44586], [1.92538, -3.94232, 1.68067], [-0.31088, -0.81957, 7.85527], [-9.83430, 4.17825, -3.77537], [2.49978, -4.42142, 3.24046], [3.87031, -6.24078, 0.40592], [-2.08292, -3.97801, -4.81053], [7.99394, 3.65019, -0.73840], [-3.28598, 6.86215, -3.60479], [1.99433, -0.14918, -6.66346], [-1.60806, -4.86060, 5.03250], [2.78782, 0.90574, 1.12796], [6.24997, 5.45825, 3.48176], [-2.35466, -0.46029, 4.45929], [0.45592, 3.51113, 4.36324], [-8.09892, 0.38861, -1.23578], [-9.85246, 5.68927, 3.65928], [3.77313, 4.15747, -6.10347], [-0.59332, -5.61773, 6.18077], [-4.94892, -3.86026, 3.15464], [3.88508, 0.27157, -0.13035], [-2.41970, 0.09370, -1.94138], [6.19389, -5.26714, 0.57094], [7.45812, -3.60217, -1.59537], [-2.77480, -6.72430, -1.67068], [2.22990, -0.69480, -8.91246], [-3.22743, -7.62289, 4.76382], [-8.06072, 2.65098, -4.76470], [-7.22668, 0.78621, -3.30899], [0.11675, -1.01548, -2.07656], [7.71754, 3.59293, 3.62538], [6.46725, 0.11907, 7.62492], [4.85327, -1.36314, 4.03846], [-0.94876, 6.85790, -4.04902], [3.26607, 1.85907, -0.26031], [-12.05859, 2.68931, 5.65877], [-0.13500, 0.56474, 6.91950], [-5.26356, -5.43773, 2.35421], [7.01800, -2.15711, -1.10980], [8.66298, 2.60268, 1.54934], [-11.95632, 4.90723, 4.63188], [0.44844, -1.04417, 6.29976], [-0.84076, 1.11194, 3.26681], [0.62834, 5.39207, -2.81688], [-3.58244, -6.86071, 2.23087], [8.44662, -1.48997, 7.39576], [0.51368, 0.04313, -10.59341], [6.46178, 5.39259, -0.84463], [-4.00265, -4.36818, 1.70646], [-10.03711, 1.25541, 5.58498], [-2.80579, 3.71260, -0.72854], [0.86450, -6.93934, -4.06586], [2.02348, -1.58914, -0.54701], [1.97214, 2.80692, 4.55942], [-2.29983, -5.90256, 6.35597], [-1.50306, 1.05274, -9.88310], [1.06608, -0.93490, 0.85255], [4.15714, 2.85624, -4.09369], [6.28989, 1.49332, -3.75827], [3.39336, -4.72748, -0.33775], [2.14207, -5.60083, 1.84770], [-2.53342, -1.42496, -1.03717], [-2.03129, -8.31282, 3.59421]]}

=====

#two
{"formula": "C64H80N8O24", "method": "ωB97M-V/def2-TZVPD", "smiles": "O=[N+]([O-])c1ccccc1.O=[N+]([O-])c1ccccc1.O=[N+]([O-])c1ccccc1.O=[N+]([O-])c1ccccc1.O=[N+]([O-])c1ccccc1.O=[N+]([O-])c1ccccc1.O=[N+]([O-])c1ccccc1.O=[N+]([O-])c1ccccc1.COCCOC.COCCOC.COCCOC.COCCOC", "molar_mass_g_mol": 1345.38, "gap_ev": 8.4, "species": ["O", "O", "O", "O", "O", "O", "O", "O", "O", "O", "O", "O", "O", "O", "O", "O", "O", "O", "O", "O", "O", "O", "O", "O", "N", "N", "N", "N", "N", "N", "N", "N", "C", "C", "C", "C", "C", "C", "C", "C", "C", "C", "C", "C", "C", "C", "C", "C", "C", "C", "C", "C", "C", "C", "C", "C", "C", "C", "C", "C", "C", "C", "C", "C", "C", "C", "C", "C", "C", "C", "C", "C", "C", "C", "C", "C", "C", "C", "C", "C", "C", "C", "C", "C", "C", "C", "C", "C", "C", "C", "C", "C", "C", "C", "C", "C", "H", "H", "H", "H", "H", "H", "H", "H", "H", "H", "H", "H", "H", "H", "H", "H", "H", "H", "H", "H", "H", "H", "H", "H", "H", "H", "H", "H", "H", "H", "H", "H", "H", "H", "H", "H", "H", "H", "H", "H", "H", "H", "H", "H", "H", "H", "H", "H", "H", "H", "H", "H", "H", "H", "H", "H", "H", "H", "H", "H", "H", "H", "H", "H", "H", "H", "H", "H", "H", "H", "H", "H", "H", "H", "H", "H", "H", "H", "H", "H"], "coordinates": [[6.07185, 6.25904, -3.77628], [-5.80737, 4.19120, -2.49682], [-2.50428, -2.56588, -1.76204], [0.02413, 4.55934, -5.88024], [-1.52317, 4.20475, -3.29005], [8.45451, -4.21231, 3.54977], [2.35090, 3.34430, 3.50476], [2.60542, -1.45340, -0.51305], [3.06629, -2.62132, -2.24832], [0.60490, -6.44850, 6.19427], [0.92488, 4.86012, 2.94203], [0.57612, -1.33482, 2.47584], [-6.60276, -0.18804, 0.90238], [-3.02204, -6.77397, 5.80717], [-5.48087, -2.88447, 1.65162], [-3.87649, -1.88454, -3.26630], [2.11748, 0.15100, 2.43925], [0.26742, -1.35828, -5.42752], [2.22643, -4.21283, 5.01459], [4.05948, 5.50972, -3.95502], [-3.54269, -4.71788, 6.14476], [-0.52994, -1.22593, -3.43083], [6.42013, -4.56142, 4.14813], [-7.04209, 6.10587, -0.94932], [1.06620, -0.29595, 2.05302], [7.26727, -3.96161, 3.51903], [2.55433, -2.48333, -1.16041], [2.04337, 4.49060, 3.22538], [-3.20650, -5.63262, 5.43334], [5.08753, 5.70087, -3.33094], [-3.15482, -2.72342, -2.77273], [0.26944, -0.92419, -4.29587], [-4.71196, -2.35013, 0.57710], [1.34727, 0.01440, -3.96704], [-0.16138, 3.33640, -5.19988], [-0.76802, -0.15300, 0.41805], [5.05165, 7.41845, 3.40075], [5.97507, -1.01575, 0.80139], [0.99182, -5.82728, -0.90926], [0.55430, -7.82894, 6.18275], [-1.47852, 3.42532, -4.47471], [-3.06478, -4.01731, -3.41754], [-1.21401, 5.57035, -3.41286], [-1.99590, -6.13927, -3.72182], [5.37386, 4.11110, 0.55233], [-5.33485, 5.51452, -2.49399], [1.68869, -3.76152, 0.73641], [4.12413, 4.18508, -0.05174], [-3.93050, -5.59334, -5.03211], [4.24909, 5.23310, 4.00726], [-2.36958, -3.72007, 2.38038], [-6.51074, 1.18446, 1.20206], [-6.76512, -2.40522, 1.84688], [1.30264, -4.95584, 1.29542], [2.55940, -2.84025, 5.15017], [2.46431, 1.32037, -2.29857], [5.17202, 6.25504, 4.15104], [5.16095, 5.21074, -1.95860], [-2.84152, -5.32450, 4.03435], [-2.32175, -4.73511, 1.44640], [-6.48462, 6.43597, -2.20300], [-1.58156, 0.60857, -0.39630], [-4.03796, -4.41689, -4.31720], [-2.70863, -3.99293, 3.69473], [-2.05555, -4.90487, -3.10382], [-1.36346, 1.97396, -0.54277], [5.04533, -1.61215, 1.63439], [3.48876, 1.60230, -3.19182], [7.74609, -2.18712, 1.89642], [3.93062, 7.62163, 2.61481], [0.82440, -4.41232, 4.98821], [4.02829, 4.79280, -1.29545], [-2.74320, -6.35591, 3.13195], [1.48697, -4.68046, -1.48519], [-4.84702, 3.27136, -2.96839], [2.32301, 0.38191, -4.88020], [3.12684, 5.47634, 3.24275], [0.27295, 0.47036, 1.09059], [6.49932, 4.69293, -0.03648], [0.56348, -5.88835, 4.89508], [1.30983, 4.64615, -6.49162], [1.84176, -3.64350, -0.62898], [3.40371, 1.13741, -4.49181], [0.84803, -5.97429, 0.47302], [7.33675, -1.25035, 0.97623], [0.52170, 1.82395, 0.94273], [-7.00008, -0.92169, 2.03964], [-7.78955, 7.15153, -0.40833], [2.96204, 6.63741, 2.50926], [-2.93227, -6.49217, -4.68743], [6.39065, 5.21240, -1.30368], [5.46881, -2.55024, 2.56941], [6.80004, -2.88067, 2.64787], [1.41506, 0.52867, -2.68646], [-0.23465, 2.54853, 0.03037], [-2.45451, -6.07551, 1.80999], [-2.64955, -3.25826, 4.48347], [0.41525, -3.87631, 4.11831], [-4.36449, -1.33760, 0.77010], [6.02014, 6.13435, 4.81142], [3.65295, -2.85311, 5.13870], [-2.10346, -4.47306, 0.41794], [-6.40317, 1.75157, 0.28526], [8.04972, -0.88123, 0.25186], [0.63817, -8.21910, 7.19315], [-2.76875, -7.38058, 3.47866], [7.42908, 4.64626, 0.51165], [-2.33453, 3.74889, -5.08180], [7.24488, 5.68014, -1.77387], [-5.26889, 2.26962, -2.91028], [3.98759, -1.41044, 1.55609], [3.21808, 3.82831, 0.41832], [-8.49955, 7.56332, -1.13648], [1.38878, -4.53286, -2.55178], [1.93591, -2.89061, 1.32882], [-6.30013, -0.57844, 2.82475], [5.63114, -0.34302, 0.02310], [-0.41549, -6.20014, 4.50844], [1.31063, -6.32947, 4.21452], [0.42668, -6.87881, 0.88902], [-4.90271, 5.81702, -3.46035], [-7.35093, -2.64223, 0.93008], [-1.80952, 6.01033, -4.22428], [1.23859, -5.02884, 2.37151], [0.60960, 0.37410, -1.97956], [4.33247, 4.27844, 4.50753], [1.40902, 3.85765, -7.24212], [1.35170, -8.25824, 5.55783], [-3.93350, -3.08093, 0.39951], [-2.45502, 0.21018, -0.89007], [-2.22195, -2.71002, 2.02529], [-7.18235, 7.96344, 0.01731], [4.26265, 2.30960, -2.93102], [-1.72750, 2.40750, -4.14828], [-4.63278, -5.73000, -5.84113], [2.19926, -2.26043, 4.29823], [0.64183, 3.19175, -4.46373], [1.32064, 5.63831, -6.94313], [-2.41997, -6.85215, 1.05922], [-3.95921, 3.26279, -2.31494], [-1.16557, -6.79200, -3.48787], [-0.09546, 3.62377, 0.03958], [-8.02597, -0.71307, 2.35559], [-0.98684, -1.18914, 0.63683], [-5.55913, 1.38495, 1.72877], [-0.17628, 2.48570, -5.89273], [2.26387, -2.41293, 6.11175], [-2.08637, 2.56773, -1.08528], [2.13114, 4.62268, -5.76764], [2.43594, 1.87605, -1.37116], [-6.06204, 7.44661, -2.08571], [-4.74735, -3.65400, -4.62075], [-1.39370, 6.07673, -2.46711], [8.79066, -2.45416, 1.96383], [-8.38909, 6.79597, 0.43268], [3.05907, 4.99400, -1.74137], [2.10672, 0.09679, -5.90320], [-1.34343, -4.64804, -2.32764], [-0.17166, 5.75201, -3.69301], [-7.33682, 1.51596, 1.83120], [-7.20480, 6.44594, -3.02696], [4.09912, 1.37594, -5.28485], [0.33509, -4.03119, 5.89391], [2.00869, 6.80977, 2.02944], [-7.30788, -2.95593, 2.61365], [5.86146, 8.12750, 3.51295], [5.36551, 3.63842, 1.52968], [-5.38981, -2.28605, -0.28494], [-0.37891, -8.23831, 5.76040], [0.68376, -6.63478, -1.56524], [3.76084, 8.56776, 2.11677], [1.23735, 2.32242, 1.58117], [4.71354, -3.02354, 3.18348], [-2.71537, -7.38113, -5.26786], [-4.49303, 3.52687, -3.97337], [-4.54758, 5.62436, -1.73496]]}

=====

Which of them is most stable, and which least? Most stable: #two; least stable: #one.